ORCA calculation (the ωB97M-V functional and the def2-TZVPD basis) on a 2-piece molecular cluster, C5H7N overall in a non-equilibrium geometry.

Each line ends with the natural charge from an NBO analysis.
Positions of all 13 atoms, in Å:
H1 -1.39875 -0.90719 0.57080  0.220
H2 -0.53712 2.32286 0.24157  0.199
C1 0.15005 1.65242 -0.34412  -0.420
N1 1.56943 -0.35769 2.13644  -0.731
H3 1.10532 1.99762 -0.59974  0.200
H4 0.97714 0.03191 2.83981  0.446
C2 1.93349 -1.02251 1.26029  0.290
H5 0.42660 -1.53714 -0.60515  0.228
C3 -0.24693 0.42676 -0.63129  0.017
H6 -2.36205 -0.22567 -0.99366  0.232
C4 -1.49499 -0.42614 -0.37394  -0.466
H7 0.02561 -1.03281 -2.29118  0.232
C5 -0.14781 -0.92242 -1.20982  -0.447

Output
LUMO level = 1.0 eV
Net charge = 0